# 1
Formula: C21H23F2N3O
Source: the OMol25 dataset
Level of theory: ωB97M-V/def2-TZVPD

Results
Strongest force on any atom = 0.022 hartree/bohr
Kohn-Sham gap = 9.04 eV
HOMO level = -8.3 eV
ΔE to the lowest compared entry with this formula, charge and spin = 0.024 eV
SMILES = COCCN(C)Cc1cn(-c2ccc(F)cc2F)nc1-c1ccccc1C

Positions of all 50 atoms, in Å:
C -5.3604 -1.6143 -2.1311
O -4.6858 -0.6599 -1.3511
C -3.9764 -1.1818 -0.2512
C -2.6499 -1.8454 -0.6479
N -2.0510 -2.5665 0.4614
C -1.0781 -3.5382 0.0065
C -1.5316 -1.7038 1.5195
C -0.4082 -0.8076 1.0956
C 0.9115 -1.1533 0.9438
N 1.5626 -0.0716 0.4339
C 2.9060 0.1001 0.1191
C 3.3448 1.3791 -0.2354
C 4.6604 1.6263 -0.5647
C 5.5650 0.5785 -0.5400
F 6.8526 0.8043 -0.8552
C 5.1756 -0.7030 -0.1992
C 3.8510 -0.9280 0.1234
F 3.5025 -2.1934 0.4383
N 0.7146 0.9512 0.2462
C -0.4751 0.5391 0.6333
C -1.6571 1.4028 0.6031
C -2.3970 1.5607 1.7715
C -3.5394 2.3393 1.7838
C -3.9537 2.9628 0.6204
C -3.2131 2.8200 -0.5395
C -2.0585 2.0520 -0.5689
C -1.2652 1.9200 -1.8318
H -6.0123 -2.2424 -1.5114
H -4.6729 -2.2622 -2.6865
H -5.9666 -1.0534 -2.8403
H -4.5892 -1.9148 0.2934
H -3.7965 -0.3184 0.3922
H -1.9793 -1.0813 -1.0729
H -2.8546 -2.5788 -1.4317
H -1.5809 -4.2698 -0.6256
H -0.6651 -4.0569 0.8701
H -0.2499 -3.0953 -0.5668
H -1.1889 -2.3609 2.3245
H -2.3653 -1.1089 1.8931
H 1.4094 -2.0686 1.1837
H 2.6113 2.1686 -0.2420
H 4.9905 2.6156 -0.8359
H 5.8813 -1.5174 -0.1860
H -2.0592 1.0828 2.6806
H -4.1039 2.4547 2.6974
H -4.8509 3.5638 0.6169
H -3.5393 3.3139 -1.4434
H -0.2838 2.3730 -1.7042
H -1.1118 0.8717 -2.0841
H -1.7771 2.4047 -2.6591

=====

# 2
Formula: C25H75N15O10
Source: the OMol25 dataset
Level of theory: ωB97M-V/def2-TZVPD

Results
Strongest force on any atom = 0.104 hartree/bohr
Kohn-Sham gap = 9.14 eV
HOMO level = -8.8 eV
ΔE to the lowest compared entry with this formula, charge and spin = 2.338 eV
SMILES = COC[C@H](C)N.COC[C@H](C)N.COC[C@H](C)N.COC[C@H](C)N.COC[C@H](C)N.NC(N)=O.NC(N)=O.NC(N)=O.NC(N)=O.NC(N)=O

Positions of all 125 atoms, in Å:
C -2.7660 -4.6036 -1.0721
O -2.9892 -3.3349 -1.8423
C -3.8092 -2.6126 -1.0621
C -3.8945 -1.1771 -1.6113
C -4.8578 -0.3312 -0.8421
N -4.2472 -1.2923 -3.0471
H -3.7093 -5.1193 -0.8747
H -2.2077 -4.3981 -0.1783
H -2.1460 -5.3009 -1.6286
H -4.8853 -2.8691 -0.9964
H -3.4593 -2.6522 -0.0266
H -2.8701 -0.7907 -1.6162
H -4.9116 0.6688 -1.1854
H -4.6544 -0.3224 0.2225
H -5.8440 -0.8527 -1.0774
H -5.2512 -1.1530 -3.2438
H -3.9140 -2.1814 -3.3089
C 0.8506 -2.0912 -2.9658
O 1.6699 -2.9691 -2.2133
C 0.9743 -4.1134 -1.8302
C 1.9095 -5.1097 -1.1659
C 2.6634 -5.9234 -2.2333
N 0.9159 -6.1157 -0.5204
H 1.1592 -1.0332 -2.8508
H -0.1990 -2.0915 -2.6599
H 0.8364 -2.3810 -4.0312
H 0.2117 -3.7755 -1.1014
H 0.4620 -4.5506 -2.6513
H 2.5489 -4.5702 -0.4662
H 3.3773 -5.3587 -2.7950
H 1.9164 -6.2357 -2.9654
H 3.1953 -6.7969 -1.8007
H 0.5101 -5.7191 0.3466
H 1.4722 -6.8946 -0.2158
C 2.3500 2.5808 -5.2121
O 2.0323 2.5735 -3.8254
C 3.2386 2.7477 -3.0030
C 3.0245 2.1830 -1.5424
C 4.4090 2.0713 -1.0073
N 2.3437 0.8707 -1.5664
H 1.3801 2.8191 -5.6586
H 2.7287 1.6435 -5.6098
H 3.1084 3.3301 -5.5632
H 4.0779 2.1772 -3.5513
H 3.5955 3.8082 -3.0045
H 2.4010 2.8506 -0.9874
H 4.8951 1.2600 -1.5548
H 4.4340 1.9230 0.0586
H 5.0424 2.9252 -1.2174
H 1.4781 0.8918 -2.1198
H 2.9663 0.1971 -2.0750
C 5.4928 -1.0663 2.4065
O 4.9405 -0.6756 3.7057
C 3.8783 0.1738 3.4146
C 3.0450 0.5628 4.6500
C 2.5336 -0.6304 5.3846
N 2.0943 1.5317 4.2660
H 4.7546 -1.6836 1.8773
H 6.4431 -1.6288 2.4962
H 5.6551 -0.1303 1.8433
H 4.2669 1.1222 2.9605
H 3.2222 -0.3651 2.6640
H 3.8692 1.1320 5.2063
H 2.3037 -0.6229 6.4317
H 3.3117 -1.3862 5.3928
H 1.6017 -0.9656 4.8381
H 1.6636 2.0089 5.0436
H 1.3257 1.0605 3.7805
C -4.5236 4.1248 -2.4394
O -3.6280 4.9050 -1.5908
C -2.4305 4.2280 -1.2219
C -2.4062 3.3350 -0.0239
C -2.8624 4.0483 1.2560
N -1.0170 2.9089 0.0675
H -5.5180 4.4573 -2.2288
H -4.4133 3.0560 -2.2287
H -4.2651 4.2467 -3.5040
H -2.0592 3.7674 -2.1212
H -1.7578 5.0435 -0.9496
H -3.0740 2.5026 -0.2198
H -2.2719 4.9537 1.4794
H -2.8727 3.3175 2.0843
H -3.8809 4.3313 1.1413
H -0.8541 2.0764 -0.5094
H -0.7891 2.7443 1.0576
N 0.1343 -3.2294 3.6299
C -1.0273 -3.6858 3.3014
N -1.5215 -4.8918 3.7355
O -1.5255 -3.1181 2.3308
H 0.3419 -2.3592 3.1011
H 0.8437 -3.7569 4.1692
H -1.3438 -5.2083 4.7135
H -2.4841 -5.0124 3.5355
N -3.8917 -1.3023 2.7397
C -3.8721 0.0519 3.0274
N -2.7903 0.6931 3.3678
O -4.9264 0.6765 2.9690
H -3.0676 -1.8787 2.6087
H -4.6678 -1.5388 2.1412
H -2.8467 1.6712 3.5730
H -1.9309 0.1614 3.3033
N 3.5418 3.8126 2.4917
C 3.2616 4.5945 1.4972
N 2.0061 4.5227 1.0222
O 4.0884 5.3511 1.0442
H 2.9337 3.4614 3.1995
H 4.4614 3.9784 2.9189
H 1.1607 4.0186 1.2019
H 1.9150 5.3355 0.4815
N -1.0257 2.5199 -3.7576
C -1.5610 1.4516 -3.0873
N -2.8686 1.1586 -3.5804
O -0.9471 0.8236 -2.2079
H -1.4802 2.8328 -4.5727
H -0.1156 2.8545 -3.5270
H -3.3752 0.2914 -3.4540
H -3.0919 1.5925 -4.4514
N -0.6755 -0.6891 0.6750
C 0.2056 -0.1318 1.6203
N 1.2338 0.5716 1.2037
O -0.0391 -0.3311 2.8389
H -1.1648 -1.5465 0.9499
H -0.5833 -0.5507 -0.3329
H 1.6496 1.1742 1.8838
H 1.7048 0.3467 0.2355

=====

# 3
Formula: C5H10O
Source: the OMol25 dataset
Level of theory: ωB97M-V/def2-TZVPD

Results
Strongest force on any atom = 0.020 hartree/bohr
Kohn-Sham gap = 10.64 eV
HOMO level = -9.7 eV
ΔE to the lowest compared entry with this formula, charge and spin = 0.584 eV
SMILES = CC[C@@H](C)C=O

Positions of all 16 atoms, in Å:
C 2.0200 -0.3272 -0.4735
C 0.7648 -0.5507 0.3642
C -0.5199 0.0569 -0.2381
C -1.7502 -0.4968 0.4845
C -0.6800 1.6031 -0.2349
O -1.7672 2.0996 -0.0381
H 2.2140 0.7406 -0.6158
H 2.9049 -0.7655 0.0013
H 1.9152 -0.7841 -1.4660
H 0.6114 -1.6368 0.4867
H 0.9003 -0.1599 1.3809
H -0.5561 -0.2619 -1.2952
H -1.6681 -0.2817 1.5554
H -2.6607 -0.0162 0.1264
H -1.8360 -1.5804 0.3677
H 0.1077 2.3609 -0.4053

=====

# 4
Formula: C42H86BrClFN10O12P2S
Source: the OMol25 dataset
Level of theory: ωB97M-V/def2-TZVPD

Results
Net charge = +1
Strongest force on any atom = 0.197 hartree/bohr
Kohn-Sham gap = 6.59 eV
HOMO level = -10.1 eV

Positions of all 156 atoms, in Å:
C 1.9045 -2.5480 3.1939
C 1.7004 -1.3488 2.0791
C 1.7141 0.0163 2.8183
Br 3.6601 0.0253 3.4336
C 1.1368 1.4491 2.2432
S 1.8464 2.5434 3.6214
O 1.2910 3.9047 3.8542
O 1.6742 1.9509 5.0178
F 3.4640 3.0157 3.3138
C 1.6156 1.8328 0.7577
C 2.8911 0.9476 0.1922
C 3.5067 1.4769 -1.2228
C 4.3320 0.2250 -1.8955
C 5.9267 0.3820 -1.5696
C 6.7185 1.1309 -2.7387
N 6.9064 0.1948 -3.8911
P 2.4899 3.5390 0.3754
C 1.6410 4.2819 -1.2068
O 2.2046 4.8352 1.4105
O 0.6452 1.7871 -0.2944
C -0.3738 0.7942 -0.3359
C -1.4001 1.3786 -1.4700
C -2.4767 2.4547 -1.1869
C -2.4295 3.9913 -1.3620
C -3.6263 4.9612 -1.0967
C -5.0222 4.4140 -0.6419
C -5.1146 2.8663 -0.4964
C -3.9094 1.9303 -0.7599
C 0.0619 -0.5948 -1.0892
C 0.6642 -0.4528 -2.5621
C -0.4134 -0.7515 -3.7550
Cl 1.8332 -1.9051 -2.7595
C -1.0136 0.5883 1.1138
C -1.5935 -0.8822 1.5066
N -0.4051 1.3728 2.2880
N -0.9346 0.9889 3.5272
P -1.2237 3.0145 2.3138
N -0.6021 4.0747 1.3397
O -2.9006 2.9617 1.9472
O -1.4437 3.5615 3.9551
H 1.4084 -3.5131 2.7853
H 1.3754 -2.3364 4.1773
H 3.0139 -2.8262 3.3077
H 0.8769 -1.7492 1.4433
H 2.6745 -1.4907 1.4666
H 1.2783 -0.2212 3.8689
H 2.5976 -0.1127 -0.0769
H 3.8037 1.0550 0.8722
H 2.7339 1.7847 -1.9861
H 4.3770 2.2232 -1.0873
H 4.0549 -0.7833 -1.4477
H 4.2051 0.1745 -3.0255
H 6.4074 -0.6518 -1.3704
H 6.0503 0.9607 -0.5724
H 6.1710 2.0939 -3.0243
H 7.7601 1.4065 -2.3387
H 7.5462 -0.5598 -3.5713
H 7.4062 0.7173 -4.6337
H 1.8655 5.4185 -1.2156
H 0.5134 4.1961 -1.1130
H 2.0964 3.8725 -2.1619
H 3.0126 5.1345 1.8747
H -1.9783 0.4705 -1.8956
H -0.7043 1.8453 -2.2722
H -1.4758 4.4741 -1.7361
H -3.5409 6.1011 -1.2418
H -5.9146 5.1277 -0.4623
H -6.1209 2.4355 -0.1938
H -4.1131 0.8043 -0.6242
H 0.8032 -1.2241 -0.5151
H -0.8735 -1.2595 -1.2486
H 1.1417 0.5427 -2.8223
H -0.8629 0.2692 -4.0528
H 0.0688 -1.1906 -4.6845
H -1.2985 -1.3680 -3.3533
H -2.0722 1.0420 0.9186
H -1.0027 -1.4092 2.3322
H -2.6558 -0.8215 1.9742
H -1.7061 -1.6030 0.6444
H -0.7817 0.0500 3.8758
H -1.9740 1.0771 3.4466
H -0.2882 4.8921 1.9079
H -3.1809 3.9000 2.0775
H -1.4172 4.5435 3.9585
C -1.8833 -3.8985 -6.0553
O -1.5424 -3.3505 -5.0198
N -2.0537 -3.2784 -7.2570
C -2.4608 -4.0004 -8.4451
C -1.8197 -1.8508 -7.3489
H -2.0860 -4.9787 -6.0957
H -1.6900 -3.8889 -9.2120
H -3.4023 -3.5825 -8.8114
H -2.6001 -5.0608 -8.2302
H -0.7876 -1.6378 -7.0583
H -2.4914 -1.3327 -6.6594
H -1.9946 -1.4987 -8.3659
C -1.8088 -2.0976 5.2468
O -0.8224 -1.8255 4.5720
N -2.5230 -3.2449 5.1503
C -3.6827 -3.5067 5.9801
C -2.1083 -4.2432 4.1797
H -2.2011 -1.4040 6.0076
H -3.5045 -4.4115 6.5659
H -4.5541 -3.6542 5.3376
H -3.8757 -2.6740 6.6585
H -1.0848 -4.5545 4.4026
H -2.1297 -3.8003 3.1824
H -2.7704 -5.1084 4.2113
C 0.6367 -6.9426 -5.5178
O -0.0837 -6.1892 -6.1458
N 0.9114 -6.8411 -4.1863
C 1.7811 -7.7780 -3.5053
C 0.3121 -5.7585 -3.4275
H 1.1404 -7.7967 -5.9991
H 1.2200 -8.2698 -2.7059
H 2.6255 -7.2329 -3.0752
H 2.1585 -8.5349 -4.1946
H -0.7763 -5.8348 -3.4930
H 0.6213 -4.8038 -3.8594
H 0.6217 -5.8064 -2.3825
C -1.0501 -6.0408 0.8643
O -1.5164 -4.9740 1.2276
N -1.6367 -6.8977 -0.0162
C -1.0187 -8.1511 -0.4006
C -2.9221 -6.5442 -0.5883
H -0.0787 -6.4041 1.2376
H -0.8577 -8.1524 -1.4818
H -1.6846 -8.9746 -0.1306
H -0.0605 -8.2867 0.1037
H -2.8261 -5.5981 -1.1268
H -3.6492 -6.4160 0.2174
H -3.2642 -7.3222 -1.2711
C -7.1703 7.4207 1.0975
O -6.4424 6.9139 0.2612
N -7.5055 6.8608 2.2931
C -8.3794 7.5266 3.2388
C -6.9703 5.5563 2.6302
H -7.6292 8.4098 0.9405
H -7.8409 7.6760 4.1781
H -9.2560 6.8988 3.4174
H -8.7055 8.4949 2.8562
H -5.8782 5.6068 2.6307
H -7.2866 4.8332 1.8741
H -7.3237 5.2394 3.6117
C 8.2745 5.8593 3.3830
O 9.2581 6.0855 2.7060
N 7.5235 4.7206 3.3282
C 6.3610 4.5220 4.1690
C 7.9027 3.6756 2.3974
H 7.9011 6.5874 4.1217
H 6.5161 3.6338 4.7873
H 5.4837 4.3752 3.5336
H 6.1932 5.3838 4.8170
H 8.9173 3.3416 2.6282
H 7.8900 4.0791 1.3818
H 7.2137 2.8329 2.4667